Entry 1:
Density functional theory data (ωB97M-V/def2-TZVPD) for a structure of composition C20H24GaN4O2Si at a distorted geometry.

Output
**Charge**: +1
**ΔE to the lowest compared entry with this formula, charge and spin**: 0.0 kJ/mol
**Calculated total energy**: -3360.23993 a.u.
**Multiplicity**: 1

```
52
Properties=species:S:1:pos:R:3:nbo_charge:R:1
Ga -0.48 -0.07 0.47 1.9480
Si 2.08 -1.45 -1.03 1.8251
O -0.16 0.54 2.17 -0.8404
O 0.39 -0.15 4.20 -0.5380
N -1.39 -1.70 1.55 -0.5693
N 0.70 2.28 -0.22 -0.5207
N 1.02 -0.01 -0.73 -1.2927
N -2.00 0.44 -0.50 -0.6719
C -4.00 1.58 -2.07 -0.0960
C 2.37 3.90 -0.86 -0.2841
C 0.56 4.50 0.68 -0.6433
C 1.24 3.51 -0.16 0.2432
C -2.24 -3.54 3.46 -0.1177
C -1.11 -1.51 2.87 0.1314
C 2.62 1.64 -1.56 -0.3051
C 3.71 -1.17 -0.17 -1.1400
C -1.50 -2.44 3.85 -0.1922
C -2.63 -3.72 2.13 -0.2297
C 1.39 1.33 -0.88 0.4008
C 1.30 -2.85 -0.09 -1.1465
C -2.14 -2.80 1.21 0.0652
C -2.88 1.35 0.04 0.0980
C -3.09 0.70 -2.62 -0.2281
C -2.03 0.22 -1.85 0.0886
C -0.22 -0.30 3.15 0.7396
C 3.11 2.93 -1.55 -0.1328
C -3.91 1.88 -0.71 -0.2316
C 2.23 -1.89 -2.83 -1.1607
H 4.33 -2.06 -0.18 0.2484
H 2.09 -3.66 -0.05 0.2705
H -2.72 1.61 1.11 0.2447
H -3.18 0.41 -3.67 0.2517
H 1.80 -2.90 -3.00 0.2511
H 3.48 -0.92 0.88 0.2478
H 1.19 -2.52 0.92 0.2291
H -2.58 -4.24 4.24 0.2447
H -3.35 -4.48 1.85 0.2531
H 3.29 -1.89 -3.13 0.2592
H -2.43 -2.84 0.18 0.2117
H -4.83 1.98 -2.63 0.2453
H -1.26 -0.47 -2.27 0.2489
H 4.27 -0.28 -0.55 0.2525
H -4.69 2.43 -0.24 0.2486
H 0.31 -3.21 -0.51 0.2304
H 3.11 0.78 -2.04 0.2107
H 3.91 3.23 -2.21 0.2284
H 1.16 5.40 0.82 0.2255
H -0.38 4.86 0.28 0.2225
H 1.73 -1.15 -3.47 0.2495
H 2.74 4.92 -0.81 0.2264
H -1.24 -2.28 4.89 0.2665
H 0.30 4.10 1.64 0.2336
```



Entry 2:
Density functional theory data (ωB97M-V/def2-TZVPD) for a structure of composition C20H24N14O4PtS2Si at a distorted geometry.

Output
**Charge**: -2
**ΔE to the lowest compared entry with this formula, charge and spin**: 0.0 kJ/mol
**Calculated total energy**: -3049.44550 a.u.
**Multiplicity**: 1

```
66
Properties=species:S:1:pos:R:3:nbo_charge:R:1
Pt 0.89 -1.00 -0.56 1.0873
S -2.56 0.99 0.69 2.3593
S -3.44 -2.22 0.61 0.3693
Si 1.29 -1.65 2.71 1.9424
O -1.82 2.17 1.12 -1.0232
O -3.76 0.65 1.42 -0.9877
O 1.96 4.81 3.23 -0.6698
O 1.70 -1.56 1.15 -1.2252
N 4.66 -1.39 -2.66 -0.1356
N -1.80 -1.03 -3.65 -0.1282
N -0.13 -0.88 -2.31 -0.4067
N -1.53 -0.19 0.56 -0.9509
N 1.59 -0.51 -3.96 -0.6000
N 2.28 1.03 0.35 -0.4362
N 3.94 -1.46 -1.59 -0.1368
N 2.65 -1.19 -1.92 -0.4322
N 0.06 4.02 2.29 -0.8180
N 3.89 -1.06 -3.73 -0.4170
N -0.95 -2.31 0.04 -0.5550
N -1.47 -1.08 -2.41 -0.1290
N -0.71 -0.80 -4.43 -0.4296
N -3.66 1.46 -5.10 -0.8154
C -3.02 1.33 -0.97 -0.3823
C 0.28 -0.72 -3.56 0.4472
C -4.25 0.95 -1.48 -0.1558
C 2.83 -2.07 3.70 -1.1355
C 4.03 1.39 1.93 -0.2847
C 1.63 2.07 0.89 0.0764
C -3.49 1.47 -3.71 0.1799
C -1.44 -3.57 -0.13 -0.0123
C -1.89 -1.46 0.40 0.2938
C 3.37 2.47 2.47 -0.1321
C -4.48 1.03 -2.85 -0.2798
C 2.12 2.82 1.95 -0.2124
C 3.45 0.69 0.88 0.0786
C -2.04 1.84 -1.82 -0.1623
C 0.05 -3.01 3.11 -1.1476
C -2.28 1.93 -3.18 -0.2117
C 1.38 3.97 2.55 0.6631
C -2.76 -3.73 0.11 -0.5107
C 0.60 -0.08 3.45 -1.1664
C 2.68 -0.94 -3.21 0.4274
H -2.79 1.24 -5.57 0.3818
H -3.34 -4.63 0.05 0.2194
H -1.50 2.28 -3.84 0.2034
H 0.18 -3.33 4.15 0.2085
H 3.66 -1.41 3.42 0.2255
H 1.73 -0.53 -4.95 0.4067
H 0.20 -3.88 2.46 0.2282
H 0.67 2.29 0.44 0.2106
H 2.65 -1.94 4.78 0.2077
H 1.39 0.66 3.62 0.2212
H 3.94 -0.16 0.42 0.2405
H -0.47 3.25 1.89 0.4468
H -5.00 0.55 -0.81 0.2295
H -0.76 -4.35 -0.44 0.2080
H 0.11 -0.29 4.41 0.2157
H -0.14 0.38 2.79 0.2546
H -0.45 4.77 2.74 0.3876
H -1.08 2.12 -1.42 0.2320
H -4.35 0.77 -5.37 0.3625
H 4.99 1.07 2.31 0.2079
H 3.15 -3.10 3.53 0.2185
H -5.42 0.68 -3.26 0.1929
H -0.98 -2.69 2.98 0.2319
H 3.77 3.05 3.29 0.2239
```



Entry 3:
Density functional theory data (ωB97M-V/def2-TZVPD) for the molecule C20H24N2O4.

Output
**SMILES**: CCOc1ccccc1OCC(=O)N/N=C(\C)Cc1ccc(OC)cc1
**ΔE to the lowest compared entry with this formula, charge and spin**: 332.4 kJ/mol
**Calculated total energy**: -1186.94168 a.u.
**Multiplicity**: 1

```
50
Properties=species:S:1:pos:R:3:nbo_charge:R:1
O -3.29 0.58 -1.77 -0.5212
O -3.53 -1.15 0.18 -0.5108
O 0.19 1.37 -1.84 -0.6342
O 6.77 1.23 0.64 -0.4937
N 0.03 -1.16 -0.42 -0.2956
N -0.94 -0.50 -1.15 -0.4764
C 5.62 0.51 0.52 0.2862
C 5.77 -0.84 0.20 -0.2531
C -0.83 0.70 -1.74 0.6206
C 3.38 -1.15 0.21 -0.0489
C 2.17 -2.02 0.04 -0.4644
C -5.16 -2.70 1.14 -0.6381
C 6.68 2.60 0.94 -0.2515
C -3.72 -2.19 1.11 -0.0595
C 4.34 1.02 0.68 -0.2560
C 1.68 -1.05 -2.27 -0.7169
C -3.76 1.06 -0.56 0.3069
C -3.94 0.12 0.47 0.2429
C -2.16 1.21 -2.32 -0.1469
C -4.11 2.38 -0.36 -0.2696
C -4.47 0.54 1.68 -0.2803
C 1.19 -1.37 -0.89 0.3341
C 4.67 -1.65 0.05 -0.1857
C -4.81 1.87 1.87 -0.2047
C -4.63 2.79 0.85 -0.2238
C 3.24 0.19 0.53 -0.1976
H 7.70 2.96 0.98 0.1990
H -1.88 -0.83 -0.94 0.4331
H -5.24 -3.53 1.83 0.2169
H -4.90 3.82 1.00 0.2167
H -3.98 3.09 -1.16 0.2209
H 1.68 -2.18 1.01 0.2369
H 6.13 3.14 0.17 0.1765
H 2.47 -2.99 -0.37 0.2177
H -3.05 -2.99 0.77 0.1988
H -5.45 -3.03 0.14 0.2175
H 4.18 2.06 0.92 0.2130
H 2.25 0.61 0.65 0.2240
H 1.83 0.03 -2.36 0.2796
H 6.77 -1.23 0.07 0.2223
H -4.62 -0.15 2.49 0.2185
H -5.84 -1.91 1.45 0.2124
H 4.81 -2.69 -0.20 0.2077
H -5.22 2.18 2.82 0.2155
H 6.20 2.76 1.91 0.1749
H -2.17 0.98 -3.39 0.2137
H 0.92 -1.33 -3.00 0.2278
H 2.61 -1.57 -2.48 0.2212
H -2.18 2.30 -2.21 0.1993
H -3.39 -1.88 2.11 0.1747
```



Entry 4:
Density functional theory data (ωB97M-V/def2-TZVPD) for a structure of composition C20H24N3OPdS3 at a distorted geometry.

Output
**Charge**: -1
**Calculated total energy**: -2338.43743 a.u.
**Multiplicity**: 1

```
52
Properties=species:S:1:pos:R:3:nbo_charge:R:1
Pd 0.00 -0.49 -0.01 0.1230
S -2.41 0.68 -0.77 0.2409
S -5.19 -0.40 1.81 0.1320
S -1.78 -1.68 1.51 0.1800
O 0.45 0.77 -2.04 -0.6988
N 1.54 -2.10 1.16 -0.4368
N 2.41 1.20 -0.93 -0.4782
N 2.20 0.18 -0.13 -0.2034
C -4.26 -1.55 2.89 -0.5227
C 0.25 3.54 -2.64 -0.2188
C 1.47 5.41 -3.53 -0.2398
C 2.83 -1.74 1.08 0.1823
C 1.21 -3.20 1.81 0.0606
C 2.65 3.54 -2.59 -0.2161
C -3.34 -2.49 2.14 -0.5642
C 3.82 -2.51 1.72 -0.2667
C 2.13 -4.05 2.40 -0.3088
C 4.59 -0.42 -0.23 -0.6720
C -3.87 1.38 0.11 -0.5440
C 3.17 -0.61 0.25 0.0893
C 3.47 -3.68 2.36 -0.1827
C 1.38 1.54 -1.71 0.5434
C -3.97 0.94 1.56 -0.5520
C 2.66 4.77 -3.20 -0.2280
C -1.94 -2.00 -0.27 -0.5579
C 1.44 2.90 -2.31 -0.0039
C -2.94 -1.07 -0.94 -0.5505
C 0.26 4.79 -3.24 -0.2146
H 4.60 0.41 -0.94 0.2468
H 0.15 -3.43 1.86 0.1991
H -4.77 1.13 -0.46 0.2087
H 4.85 -2.20 1.71 0.2069
H 1.81 -4.97 2.87 0.2023
H -3.70 2.45 0.06 0.2215
H -2.19 -3.05 -0.44 0.2084
H 4.96 -1.31 -0.73 0.2032
H -3.01 0.55 1.90 0.2630
H -0.68 3.04 -2.42 0.2345
H -3.93 -1.16 -0.50 0.2197
H 4.22 -4.30 2.83 0.1989
H -3.85 -2.94 1.30 0.2084
H -3.02 -3.27 2.83 0.2014
H 3.59 5.26 -3.45 0.1967
H -2.99 -1.29 -2.01 0.2162
H -5.03 -2.11 3.43 0.2133
H -0.91 -1.79 -0.68 0.2236
H -0.67 5.28 -3.49 0.1968
H -4.28 1.77 2.20 0.2045
H 3.58 3.04 -2.34 0.2267
H 1.48 6.38 -3.99 0.1952
H 5.27 -0.17 0.59 0.1980
H -3.71 -0.94 3.60 0.2145
```



Entry 5:
Density functional theory data (ωB97M-V/def2-TZVPD) for the molecule C20H24N4O3S at a distorted geometry.

Output
**SMILES**: CCC(=O)N1CCc2cc(S(=O)(=O)N3CCN(c4ccccn4)CC3)ccc21
**ΔE to the lowest compared entry with this formula, charge and spin**: 160.5 kJ/mol
**Calculated total energy**: -1619.47968 a.u.
**Multiplicity**: 1

```
52
Properties=species:S:1:pos:R:3:nbo_charge:R:1
S -1.97 -1.98 -1.36 2.3376
O -3.30 -1.53 -1.68 -0.9403
O 3.78 1.63 -2.44 -0.6026
O -1.49 -3.20 -1.92 -0.9391
N -1.40 -2.01 3.06 -0.4180
N -1.91 -2.15 0.30 -0.6708
N 1.72 2.54 -2.25 -0.4294
N -1.00 0.09 3.90 -0.5015
C -0.58 3.14 -1.93 -0.4477
C 3.08 2.61 -2.44 0.6969
C 1.02 0.68 5.03 -0.3165
C 3.62 4.02 -2.63 -0.5000
C -0.82 -0.66 -1.71 -0.3596
C -0.94 -3.13 2.28 -0.2131
C -1.28 0.65 -1.70 -0.2110
C 0.99 1.37 -2.08 0.1618
C -0.53 -1.14 3.67 0.3898
C -0.69 -2.70 0.83 -0.2525
C -2.42 -1.03 1.07 -0.2568
C 1.51 -0.60 4.80 -0.1433
C 5.13 3.99 -2.86 -0.5973
C 0.52 -0.96 -1.90 -0.1819
C 1.45 0.06 -2.09 -0.2290
C 0.83 3.70 -2.21 -0.2013
C 0.74 -1.52 4.12 -0.3063
C -0.25 0.96 4.56 0.0682
C -0.36 1.66 -1.89 0.0341
C -2.63 -1.48 2.52 -0.2191
H -1.71 -0.19 1.05 0.1874
H -0.70 1.93 4.70 0.1888
H 1.15 4.39 -1.43 0.2036
H -0.42 -3.54 0.20 0.2407
H -1.72 -3.90 2.29 0.2094
H -3.38 -2.27 2.55 0.1996
H -0.98 3.51 -0.98 0.2254
H -1.29 3.42 -2.72 0.2276
H 5.36 3.41 -3.74 0.2191
H 2.49 -0.16 -2.24 0.2625
H 1.12 -2.51 3.96 0.2121
H 2.49 -0.88 5.16 0.2156
H 3.39 4.61 -1.74 0.2209
H 5.51 5.00 -2.99 0.2074
H -0.03 -3.56 2.70 0.2124
H 1.59 1.42 5.56 0.2183
H 0.82 -1.99 -1.92 0.2408
H -3.36 -0.73 0.60 0.2376
H -2.94 -0.63 3.13 0.2520
H 3.12 4.48 -3.48 0.2206
H 0.86 4.22 -3.17 0.2016
H 5.63 3.53 -2.01 0.2197
H -2.33 0.84 -1.56 0.2421
H 0.13 -1.95 0.81 0.1835
```